(1)
Density functional theory data (ωB97M-V/def2-TZVPD) for a cluster of 8 separate species, H17O8 in total.

As for the frontier orbital gap: 0.397 Eh. As for the net charge: +1. Its spin multiplicity is 1.

CARTESIAN COORDINATES (ANGSTROEM)
O  0.310813  -0.142592  0.644651
H  0.501131  -0.543452  -0.256279
H  0.950344  0.580216  0.774458
H  -0.539136  0.252872  0.862712
O  3.560203  0.375681  1.340749
H  3.671084  -0.488012  0.927840
H  3.400981  0.208289  2.246669
O  0.960813  -1.121203  -1.791910
H  1.426492  -0.583104  -2.289921
H  1.206933  -2.053366  -1.983551
O  -1.829291  -1.593779  1.204461
H  -2.223686  -2.316945  0.745743
H  -2.464737  -1.080486  1.742640
O  1.788686  2.366593  0.559893
H  2.799559  1.945348  0.663473
H  1.503002  3.001167  1.232280
O  -1.857729  0.261115  -1.065453
H  -1.850607  -0.166081  -1.995836
H  -2.825970  0.498624  -1.003753
O  -1.391817  1.260296  2.183222
H  -1.180260  1.113025  3.105398
H  -2.163232  1.705880  1.952562
O  -1.299662  -0.774013  -3.429246
H  -1.831664  -1.614824  -3.418561
H  -0.622249  -1.091250  -2.952243

Forces on atoms 1 to 3 (eV/Å):
2.14 -0.52 -0.06
-0.91 0.17 0.07
0.72 0.97 0.00


(2)
Density functional theory data (ωB97M-V/def2-TZVPD) for a structure of composition C45H36BrCuN2O5P2Se2.

As for the frontier orbital gap (alpha / beta): 0.244 / 0.238 Eh. As for the net charge: -1. Its spin multiplicity is 2.

CARTESIAN COORDINATES (ANGSTROEM)
Cu  -0.180310  -0.907515  0.088359
Se  -2.434561  -0.631094  -0.806640
P  -3.606126  -0.813978  1.019261
Se  -3.164781  -2.413460  2.355896
C  -5.377490  -0.844281  0.530608
C  -6.323191  -1.296826  1.446440
C  -7.673177  -1.267621  1.131724
C  -8.091236  -0.792050  -0.104024
C  -7.152179  -0.346229  -1.022210
C  -5.800366  -0.369967  -0.706251
C  -3.501083  0.794326  1.906177
C  -3.712900  0.837233  3.281661
C  -3.598458  2.036994  3.968503
C  -3.271449  3.203219  3.289251
C  -3.073468  3.170371  1.916315
C  -3.192859  1.970178  1.227593
H  -5.986275  -1.691300  2.397450
H  -8.400218  -1.624041  1.851231
H  -9.145678  -0.774081  -0.351741
H  -7.469853  0.020313  -1.990678
H  -5.065550  -0.027662  -1.423835
H  -3.917340  -0.084436  3.812460
H  -3.737313  2.056079  5.042479
H  -3.145001  4.130773  3.833527
H  -2.781114  4.067510  1.385079
H  -2.997268  1.934162  0.162666
O  -1.053782  -4.488097  0.188839
C  0.074277  -4.378698  0.396284
C  1.406357  -4.440754  0.642046
C  1.918233  -5.550218  1.402195
C  3.266135  -5.677435  1.589263
C  4.167228  -4.745986  1.043627
C  3.673352  -3.661853  0.314127
C  2.323798  -3.466366  0.103004
P  1.623077  -2.036010  -0.760214
C  3.042120  -0.914352  -0.970073
C  3.267883  0.019705  0.040326
C  4.271397  0.964009  -0.089597
C  5.054170  0.989725  -1.238217
C  4.835248  0.063259  -2.245752
C  3.831262  -0.889006  -2.112472
C  1.310700  -2.674948  -2.442948
C  1.820651  -3.877421  -2.920525
C  1.520964  -4.300334  -4.209691
C  0.716642  -3.521179  -5.027539
C  0.200429  -2.321375  -4.553056
C  0.486531  -1.903864  -3.263532
H  1.226766  -6.272774  1.814463
H  3.637708  -6.514228  2.167362
H  5.231604  -4.856995  1.195580
H  4.369314  -2.933748  -0.084017
H  2.616005  0.036728  0.907052
H  4.418404  1.704072  0.686518
H  5.821466  1.745256  -1.352753
H  5.433630  0.090020  -3.147972
H  3.644874  -1.593089  -2.914491
H  2.452618  -4.486334  -2.284225
H  1.915700  -5.241355  -4.572380
H  0.480754  -3.853859  -6.030783
H  -0.442986  -1.718966  -5.181995
H  0.070207  -0.982684  -2.871055
Br  2.739867  4.688864  -0.738000
C  2.371343  3.729745  -2.343461
C  3.017187  4.201114  -3.479713
C  2.853134  3.547936  -4.689303
C  2.058698  2.411831  -4.754238
C  1.439274  1.945956  -3.608891
C  1.565381  2.597775  -2.381979
C  0.833137  1.994520  -1.184373
O  0.433561  2.776014  -0.298702
O  0.708032  0.751081  -1.233103
H  3.648506  5.075934  -3.406303
H  3.353009  3.923792  -5.573225
H  1.929434  1.886272  -5.691991
H  0.835856  1.048936  -3.629900
O  -0.468155  5.356112  0.922025
C  0.249173  5.083131  2.102036
N  0.274841  3.666317  2.354371
C  0.062664  3.081690  3.546512
O  -0.144649  3.667144  4.600432
C  0.163463  1.582725  3.454608
C  0.780181  0.851472  4.454852
C  1.006993  -0.501603  4.249730
C  0.621045  -1.066872  3.046333
N  -0.013097  -0.377073  2.096743
C  -0.252238  0.915875  2.309611
H  -0.077400  4.812572  0.219142
H  -0.248962  5.580669  2.931384
H  1.275188  5.461141  2.017216
H  0.509254  3.088425  1.547366
H  1.087609  1.351649  5.364712
H  1.497915  -1.109943  4.996807
H  0.812911  -2.111697  2.830008
H  -0.756648  1.441026  1.510593

Forces on atoms 1 to 3 (eV/Å):
0.03 -0.02 -0.06
0.06 -0.22 -0.09
0.09 0.07 0.04


(3)
Density functional theory data (ωB97M-V/def2-TZVPD) for an isolated molecule of C4H5O2PS2.

As for the frontier orbital gap: 0.342 Eh. The structure (SMILES) is C#C[C@@H]1CS[P@](O)(=S)O1. Its spin multiplicity is 1.

CARTESIAN COORDINATES (ANGSTROEM)
C  -2.058532  0.188601  -1.916466
C  -1.165304  0.260923  -1.119811
C  -0.109196  0.106366  -0.140127
C  -0.425731  0.826853  1.158068
S  1.353790  0.705134  2.064838
P  2.266365  1.205743  0.183653
O  3.567555  0.253575  0.023574
S  2.700423  3.100617  -0.132958
O  1.193414  0.349837  -0.612622
H  -3.006207  0.496810  -2.290385
H  -0.100682  -0.999632  0.260264
H  -0.534198  1.959285  1.091010
H  -1.240052  0.204825  1.529796
H  4.486403  0.739593  0.174957

Forces on atoms 1 to 3 (eV/Å):
-0.65 0.89 0.62
0.71 -0.47 -0.30
0.16 -2.33 1.59


(4)
Density functional theory data (ωB97M-V/def2-TZVPD) for a structure of composition C12H8AsCl5F6N5S4SbTc.

As for the frontier orbital gap (alpha / beta): 0.165 / 0.152 Eh. As for the net charge: +2. Its spin multiplicity is 2.

CARTESIAN COORDINATES (ANGSTROEM)
Tc  -0.286200  0.010700  -0.281100
S  3.409100  1.965000  2.913800
As  2.078900  0.639800  1.726400
S  0.185200  -0.228200  2.213700
S  2.289900  0.156900  -0.355800
S  3.792200  -0.061000  3.038800
Cl  -2.541700  2.732400  -1.506000
C  -1.845800  2.292200  -2.983500
C  -2.120100  2.980700  -4.145100
C  -1.513700  2.600400  -5.339200
C  -0.614900  1.539500  -5.393300
C  -0.312000  0.821500  -4.254700
Cl  0.794700  -0.461200  -4.249100
C  -0.932800  1.170200  -3.000100
N  -0.658700  0.531700  -1.911200
H  -2.795900  3.823200  -4.117500
H  -1.755400  3.141500  -6.242900
H  -0.149300  1.273300  -6.329700
N  -4.854000  1.308900  2.403100
C  -4.310600  0.575700  1.443200
C  -2.915300  0.618600  1.137600
N  -2.408000  -0.118000  0.172800
C  -3.225700  -0.901400  -0.545200
C  -4.587300  -0.934200  -0.244800
N  -5.100500  -0.228000  0.726600
H  -4.316700  1.959200  2.952300
H  -5.853200  1.254000  2.541200
H  -2.266400  1.269300  1.702400
H  -2.806900  -1.483200  -1.349400
H  -5.274300  -1.548300  -0.809800
F  -0.269700  2.040700  0.277100
Sb  0.355600  3.983600  0.926200
F  -1.504500  4.121800  1.298100
F  1.233700  5.421300  1.707400
F  0.034100  4.476500  -0.866700
F  2.043100  3.197100  0.420800
F  0.534000  2.932900  2.551300
Cl  1.549100  -4.996300  -1.389000
C  0.199600  -4.444800  -0.361400
Cl  0.625200  -4.581800  1.386700
Cl  -1.299100  -5.349100  -0.714300
C  -0.017600  -3.043900  -0.528500
N  -0.198700  -1.904100  -0.587700

Forces on atoms 1 to 3 (eV/Å):
1.52 2.98 0.64
-1.22 0.88 -0.90
2.19 -0.10 1.89


(5)
Density functional theory data (ωB97M-V/def2-TZVPD) for a structure of composition C10H24N6O6PtS.

As for the frontier orbital gap (alpha / beta): 0.221 / 0.219 Eh. Its spin multiplicity is 3.

CARTESIAN COORDINATES (ANGSTROEM)
O  4.167930  -3.007150  -1.857501
H  4.093093  -2.172622  -1.338949
Pt  0.367758  -0.094567  -0.192347
N  -0.198004  -0.152867  1.715978
N  0.877857  -1.963463  0.294165
N  -0.420940  1.609073  -0.880378
N  0.776993  -0.156349  -2.131992
O  -0.802567  0.853802  2.231731
O  -1.191391  2.442831  -0.096968
O  1.220531  -1.275419  -2.732364
O  1.210528  -2.835663  -0.572540
C  0.708408  -2.294868  1.603828
C  0.128798  -1.285049  2.401027
C  -0.146263  1.967616  -2.134677
C  0.523586  0.940468  -2.860676
C  -0.178016  -1.389580  3.846720
H  -1.256752  -1.336125  4.044189
H  0.306275  -0.569977  4.397716
H  0.177442  -2.346410  4.242859
C  1.037984  -3.694805  1.959567
H  2.058156  -3.952126  1.641570
H  0.357343  -4.409782  1.473323
H  0.960265  -3.858669  3.036875
C  -0.549983  3.285808  -2.690245
C  0.842855  0.981747  -4.308168
H  -0.966332  3.948437  -1.926672
H  -1.293670  3.161040  -3.487248
H  0.321224  3.783900  -3.132905
H  1.333980  0.047173  -4.599111
H  1.500525  1.831724  -4.539210
H  -0.077262  1.115757  -4.895468
H  -1.144125  2.050894  0.824424
H  1.257200  -1.977516  -1.984143
C  1.921776  0.848050  0.402681
H  2.172319  0.595202  1.438979
H  1.748439  1.924419  0.314891
H  2.764046  0.607813  -0.266182
O  0.967283  1.286865  4.586616
H  0.686366  1.701342  5.416851
H  0.343831  1.602924  3.897498
N  -3.544399  0.645978  -1.489725
C  -3.077153  -0.058398  -0.449325
N  -3.543942  0.235443  0.763453
S  -1.948351  -1.334187  -0.693020
H  -3.907222  1.577730  -1.337740
H  -3.121176  0.457104  -2.398956
H  -3.176535  -0.245245  1.576212
H  -4.288707  0.907694  0.885361

Forces on atoms 1 to 3 (eV/Å):
-0.01 0.45 0.30
-0.07 -0.49 -0.29
-4.24 -2.25 -0.76